# 1
Density functional theory data (the ωB97M-V functional and the def2-TZVPD basis) for a molecular structure, C12H26BrCaNO2PSi at a distorted geometry.

Results
- calculated total energy (eV) = -124080.5918
- ⟨S²⟩ = 0.7540
- HOMO (alpha / beta) (Eh) = -0.4759 / -0.5202
- frontier orbital gap (alpha / beta) (eV) = 2.879 / 4.074
- multiplicity = 2
- charge = +2
- lowest unoccupied orbital energy (alpha / beta) (eV) = -10.07 / -10.08

Last column: Mulliken spin population.
Positions of all 45 atoms, in Å:
C: -2.320 1.094 -0.731  0.03
C: -0.946 1.132 -1.440  0.03
C: -0.929 2.325 -2.402  0.00
C: 0.201 1.367 -0.448  0.00
C: 0.797 0.087 0.209  0.01
P: 2.545 -0.333 -0.362  0.00
O: 2.711 0.477 -1.739  0.00
Br: 3.899 0.836 0.995  0.00
Si: 0.734 0.361 2.073  0.00
C: 1.753 -1.029 2.928  0.00
C: -0.987 -0.026 2.779  0.00
C: 1.176 2.070 2.669  0.00
C: -0.016 -1.177 -0.112  -0.01
C: -0.433 -1.378 -1.577  0.01
C: -1.623 -2.333 -1.603  0.02
C: 0.692 -2.047 -2.382  0.02
N: -0.730 -0.086 -2.252  0.33
O: -1.557 -0.198 -3.206  0.57
H: -3.041 1.676 -1.290  0.00
H: -2.720 0.093 -0.620  0.00
H: -2.256 1.547 0.255  0.00
H: -0.078 2.263 -3.072  -0.01
H: -0.911 3.255 -1.842  0.00
H: -1.826 2.320 -3.009  0.00
H: -0.181 2.032 0.324  0.00
H: 0.977 1.938 -0.945  0.00
H: 2.954 1.407 -1.640  0.00
H: 2.340 -0.634 3.751  0.00
H: 1.037 -1.743 3.331  0.00
H: 2.417 -1.549 2.243  0.00
H: -1.309 -1.071 2.612  0.00
H: -1.741 0.618 2.336  0.00
H: -0.987 0.183 3.851  0.00
H: 1.696 1.975 3.621  0.00
H: 0.259 2.616 2.877  0.00
H: 1.814 2.617 1.996  0.00
H: 0.608 -2.042 0.136  0.00
H: -0.913 -1.252 0.507  0.00
H: -1.302 -3.244 -1.094  0.00
H: -2.481 -1.949 -1.062  0.00
H: -1.888 -2.611 -2.612  0.00
H: 0.976 -2.997 -1.943  0.00
H: 1.543 -1.394 -2.535  0.00
H: 0.294 -2.257 -3.372  0.00
Ca: -0.247 -2.937 3.795  0.00

# 2
Density functional theory data (the ωB97M-V functional and the def2-TZVPD basis) for a molecular structure, C12H26Cl2CsGaO4S at a distorted geometry.

Results
- calculated total energy (eV) = -109858.8558
- HOMO (Eh) = -0.2988
- frontier orbital gap (eV) = 7.185
- lowest unoccupied orbital energy (eV) = -0.95

Last column: Löwdin charge in e.
Positions of all 47 atoms, in Å:
C: -2.552 -0.752 4.036  -0.14
C: -2.074 0.109 2.864  -0.39
C: -2.431 -0.421 1.457  -0.33
O: -1.312 -0.823 0.706  -0.30
Ga: -0.305 0.599 -0.092  0.39
C: -0.505 0.594 -2.088  -0.21
C: -0.926 -0.756 -2.708  -0.28
C: 0.280 -1.612 -3.120  -0.26
S: 0.160 -2.292 -4.743  0.57
O: 1.386 -2.962 -5.049  -0.29
O: -1.091 -2.954 -4.905  -0.26
O: 0.052 -0.991 -5.665  -0.15
C: -0.887 2.395 0.685  -0.25
C: 0.171 3.472 0.869  -0.78
C: 1.304 3.076 1.816  -0.13
Cl: 0.858 3.959 -0.729  0.59
C: 1.667 0.051 0.312  -0.75
Cl: 2.836 0.822 -0.826  0.58
C: 1.860 -1.468 0.173  -0.41
C: 3.139 -1.954 0.860  -0.13
H: -3.624 -0.923 3.963  0.08
H: -2.056 -1.721 4.156  0.05
H: -2.383 -0.210 4.974  0.08
H: -2.507 1.102 2.986  0.11
H: -0.987 0.243 2.869  -0.17
H: -3.101 -1.284 1.571  0.12
H: -3.003 0.343 0.914  0.11
H: -1.236 1.357 -2.366  0.05
H: 0.447 0.922 -2.514  0.03
H: -1.557 -0.592 -3.584  0.10
H: -1.528 -1.339 -2.009  0.10
H: 1.218 -1.052 -3.082  0.09
H: 0.407 -2.500 -2.497  0.11
H: 0.878 -0.488 -5.619  0.10
H: -1.400 2.319 1.650  0.04
H: -1.634 2.782 -0.015  0.06
H: -0.291 4.391 1.231  0.08
H: 1.634 3.918 2.424  0.08
H: 0.946 2.283 2.482  0.05
H: 2.161 2.692 1.265  0.04
H: 2.026 0.381 1.292  -0.04
H: 1.931 -1.658 -0.897  0.08
H: 0.997 -2.030 0.546  0.07
H: 3.224 -3.042 0.868  0.08
H: 3.167 -1.585 1.890  0.02
H: 4.003 -1.551 0.333  0.07
Cs: 0.640 -0.851 3.315  1.37

# 3
Density functional theory data (the ωB97M-V functional and the def2-TZVPD basis) for C12H26ClNO2 in the gas phase at a distorted geometry.

Results
- calculated total energy (eV) = -30971.7694
- SMILES = CCO[C@@H](CCCCN)COCC[C@@H](C)Cl
- HOMO (Eh) = -0.3427
- frontier orbital gap (eV) = 10.251
- lowest unoccupied orbital energy (eV) = 0.93

Last column: natural (NBO) charge in e.
Positions of all 42 atoms, in Å:
C: 1.082 2.636 1.106  -0.66
C: 0.017 3.090 0.049  -0.06
O: -0.080 2.185 -1.041  -0.52
C: -0.657 0.960 -0.628  0.09
C: -1.804 0.492 -1.587  -0.42
C: -3.206 0.619 -0.886  -0.40
C: -3.506 -0.725 -0.130  -0.41
C: -5.025 -1.097 -0.064  -0.21
N: -5.360 -1.523 1.306  -0.84
C: 0.440 -0.157 -0.399  -0.09
O: 1.633 0.213 -1.051  -0.52
C: 2.608 -0.801 -0.968  -0.06
C: 2.957 -1.247 0.485  -0.46
C: 4.335 -1.935 0.611  -0.14
C: 5.535 -0.993 0.308  -0.64
Cl: 4.483 -2.451 2.374  -0.11
H: 0.601 2.002 1.870  0.20
H: 1.852 2.069 0.555  0.23
H: 1.596 3.497 1.569  0.22
H: 0.329 4.090 -0.307  0.19
H: -0.984 3.236 0.506  0.16
H: -1.144 1.142 0.356  0.16
H: -1.656 -0.556 -1.899  0.20
H: -1.775 1.096 -2.516  0.23
H: -3.187 1.409 -0.108  0.20
H: -4.003 0.886 -1.603  0.21
H: -2.985 -1.576 -0.607  0.20
H: -3.092 -0.634 0.895  0.20
H: -5.183 -1.980 -0.710  0.19
H: -5.643 -0.257 -0.439  0.16
H: -6.289 -1.924 1.327  0.36
H: -5.316 -0.736 1.942  0.35
H: 0.071 -1.138 -0.758  0.17
H: 0.547 -0.243 0.705  0.17
H: 3.538 -0.439 -1.452  0.19
H: 2.291 -1.685 -1.564  0.16
H: 2.924 -0.363 1.147  0.22
H: 2.157 -1.941 0.815  0.22
H: 4.378 -2.868 0.031  0.21
H: 6.365 -1.233 0.995  0.24
H: 5.242 0.055 0.479  0.22
H: 5.916 -1.173 -0.713  0.22

# 4
Density functional theory data (the ωB97M-V functional and the def2-TZVPD basis) for a molecular structure, C12H26CrNO9 at a distorted geometry.

Results
- energy relative to the best compared isomer or geometry (same formula, charge and spin) (kcal per mole) = 0.0
- calculated total energy (eV) = -61207.9708
- ⟨S²⟩ = 6.0069
- HOMO (alpha / beta) (Eh) = -0.1203 / -0.1819
- frontier orbital gap (alpha / beta) (eV) = 5.464 / 7.107
- multiplicity = 5
- charge = -1
- lowest unoccupied orbital energy (alpha / beta) (eV) = 2.19 / 2.16

Last column: Mulliken spin population.
Positions of all 49 atoms, in Å:
Cr: 0.103 -0.522 0.796  3.91
C: 2.519 -3.100 -1.977  0.00
C: 1.267 -2.800 -1.156  0.02
O: 0.268 -3.458 -1.391  0.01
O: 1.398 -1.831 -0.320  0.02
H: 2.677 -4.171 -2.094  0.00
H: 3.401 -2.657 -1.499  0.00
H: 2.487 -2.664 -2.979  0.00
C: -3.972 0.429 0.169  0.00
C: -3.105 -0.820 -0.085  0.01
O: -1.871 -0.681 0.249  0.00
O: -3.634 -1.786 -0.591  0.01
H: -3.994 1.040 -0.737  0.00
H: -3.562 1.008 0.996  0.00
H: -4.993 0.101 0.360  0.00
C: -0.492 -2.886 4.486  0.00
C: -0.684 -2.578 3.005  0.02
O: -0.043 -1.514 2.617  0.02
O: -1.342 -3.337 2.329  0.01
H: -1.313 -3.533 4.808  0.00
H: -0.480 -2.014 5.145  0.00
H: 0.436 -3.426 4.682  0.00
C: -1.646 3.426 -3.683  0.00
O: -1.224 2.633 -2.608  0.00
C: -0.268 1.655 -3.004  0.01
C: -0.238 0.578 -1.963  0.01
N: 0.234 1.082 -0.632  -0.03
C: 1.647 1.577 -0.678  0.00
C: 2.306 1.522 0.675  0.00
O: 2.064 0.306 1.314  -0.03
C: 2.846 0.086 2.465  0.01
H: -0.804 3.868 -4.232  0.00
H: -2.235 4.256 -3.288  0.00
H: -2.298 2.874 -4.369  0.00
H: 0.697 2.172 -3.136  0.00
H: -0.526 1.258 -3.993  0.00
H: 0.386 -0.285 -2.189  -0.01
H: -1.264 0.267 -1.770  0.00
H: -0.309 1.932 -0.492  0.02
H: 1.718 2.616 -1.008  0.00
H: 2.156 0.897 -1.363  0.00
H: 1.990 2.352 1.326  0.00
H: 3.382 1.683 0.507  0.00
H: 3.213 1.026 2.885  0.00
H: 3.679 -0.584 2.228  0.00
H: 2.251 -0.420 3.226  0.00
O: -0.581 1.333 2.299  0.01
H: -1.314 0.980 2.815  0.00
H: -0.934 2.109 1.855  0.00

# 5
Density functional theory data (the ωB97M-V functional and the def2-TZVPD basis) for 2 unconnected molecules or ions with the total composition C12H26FN4O2S at a distorted geometry.

Results
- calculated total energy (eV) = -36462.6075
- HOMO (Eh) = -0.4543
- frontier orbital gap (eV) = 7.969
- charge = +1
- lowest unoccupied orbital energy (eV) = -4.39

Last column: natural (NBO) charge in e.
Positions of all 46 atoms, in Å:
C: 4.979 -0.094 2.623  -0.63
C: 4.193 0.767 1.444  -0.41
C: 2.563 0.413 1.558  -0.43
C: 1.655 1.198 0.441  -0.45
C: 0.126 0.547 0.250  0.42
C: -0.850 1.810 -0.119  -0.46
C: -1.633 2.487 1.150  -0.48
C: -0.671 3.190 2.275  0.02
F: -0.492 4.661 2.091  -0.37
N: -0.203 -0.172 1.537  -0.64
C: -1.518 -0.900 1.370  0.74
N: -2.459 -0.903 2.371  -0.79
N: -1.750 -1.572 0.011  -0.62
C: -0.453 -1.604 -0.764  0.10
S: 0.708 -2.957 -0.084  -0.06
O: 0.207 -0.305 -0.945  -0.52
H: 4.814 0.506 3.638  0.22
H: 6.117 -0.270 2.404  0.24
H: 4.463 -1.170 2.656  0.20
H: 4.629 0.490 0.376  0.22
H: 4.343 1.942 1.583  0.22
H: 2.491 -0.755 1.521  0.22
H: 2.208 0.816 2.622  0.19
H: 2.205 1.060 -0.598  0.26
H: 1.582 2.351 0.640  0.23
H: -0.233 2.582 -0.777  0.26
H: -1.691 1.388 -0.850  0.23
H: -2.319 3.356 0.703  0.28
H: -2.408 1.728 1.648  0.21
H: -1.240 3.071 3.317  0.19
H: 0.374 2.682 2.426  0.18
H: -0.179 0.447 2.376  0.43
H: -2.280 -0.720 3.384  0.46
H: -3.470 -1.026 2.061  0.46
H: -2.022 -2.563 0.277  0.44
H: -0.734 -1.987 -1.860  0.29
H: 1.178 -2.607 1.192  0.15
O: -2.536 -3.104 -3.454  -0.64
C: -2.461 -2.265 -4.344  0.68
N: -2.114 -0.978 -4.066  -0.82
C: -2.737 -2.573 -5.788  -0.71
H: -2.039 -0.252 -4.764  0.41
H: -1.922 -0.746 -3.100  0.39
H: -3.765 -2.934 -5.884  0.25
H: -2.042 -3.346 -6.127  0.25
H: -2.616 -1.690 -6.422  0.21